(1)
A 2-piece molecular cluster, C4H12N2 overall in a non-equilibrium geometry. Source: the OMol25 dataset; level of theory: wB97M-V/def2-TZVPD.

Element x y z (Å)
1 C 2.044 -0.703 0.367
2 C 0.914 0.020 -0.449
3 C -0.286 -0.852 -0.595
4 C -1.540 -0.650 0.135
5 N -1.970 0.666 0.322
6 N 0.706 1.134 0.496
7 H 2.501 -1.607 -0.069
8 H 1.705 -0.821 1.393
9 H 2.892 -0.022 0.422
10 H 1.408 0.347 -1.369
11 H -0.141 -1.731 -1.215
12 H -0.679 -1.106 0.826
13 H -2.407 -1.261 -0.075
14 H -0.518 2.176 -1.850
15 H -0.306 1.642 -2.308
16 H -2.783 0.648 0.926
17 H -1.057 1.221 0.619
18 H 1.098 1.990 0.119

Forces on the atoms, in the same order (eV/Å):
0.8982 -0.7576 -0.6046
0.4346 1.9471 2.5001
-0.0753 0.5532 -0.3321
0.4974 1.9220 -3.0122
0.9659 -0.3482 0.9793
-1.5027 -0.3702 -0.4963
-0.6012 -0.2592 0.0560
-0.0814 -0.3348 -0.0875
-0.2639 0.2370 -0.0557
-0.6092 -0.5430 -0.4687
-0.1476 -0.5667 0.6791
0.0703 -0.6331 0.8542
0.5480 -1.0545 0.3426
-0.0851 0.1499 0.1931
0.0013 -0.1466 -0.2903
0.2229 0.4478 0.2632
-0.4483 -0.1830 -0.4221
0.1760 -0.0603 -0.0982

Properties
- relative energy (zero: lowest compared OMol25 entry of this formula, charge and spin) (eV) = 6.613
- HOMO-LUMO gap (eV) = 5.94
- E_HOMO (Ha) = -0.2392

(2)
C22H30BrMgN2O4S as an isolated structure. Source: the OMol25 dataset; level of theory: wB97M-V/def2-TZVPD.

Element x y z (Å)
1 Mg 0.190 -0.089 0.130
2 C -1.944 2.745 -3.820
3 N -1.822 1.429 -3.207
4 C -2.148 0.299 -4.072
5 C -1.279 1.208 -2.011
6 O -1.071 0.072 -1.573
7 C -0.878 2.415 -1.155
8 O -0.494 1.995 0.149
9 C -1.432 2.211 1.203
10 C -1.975 0.870 1.705
11 O -1.611 -0.161 1.135
12 N -2.813 0.875 2.737
13 C -3.181 2.081 3.469
14 C -3.253 -0.389 3.318
15 H -2.920 2.829 -4.295
16 H -1.176 2.886 -4.582
17 H -1.857 3.543 -3.091
18 H -3.143 0.449 -4.488
19 H -2.126 -0.619 -3.495
20 H -1.429 0.229 -4.890
21 H -1.681 3.146 -1.088
22 H -0.009 2.897 -1.604
23 H -2.251 2.842 0.854
24 H -0.907 2.731 2.003
25 H -3.044 2.974 2.870
26 H -2.592 2.174 4.383
27 H -4.234 2.022 3.738
28 H -3.001 -1.203 2.648
29 H -4.331 -0.354 3.470
30 H -2.761 -0.549 4.278
31 Br 0.463 -2.816 0.118
32 C 1.537 -2.803 1.715
33 C 1.978 -4.023 2.125
34 C 2.788 -4.103 3.281
35 C 3.124 -2.965 3.951
36 C 2.670 -1.694 3.511
37 C 3.051 -0.519 4.207
38 C 2.626 0.700 3.774
39 C 1.798 0.791 2.626
40 C 1.369 -0.294 1.889
41 C 1.836 -1.569 2.365
42 H 1.711 -4.918 1.582
43 H 3.136 -5.070 3.619
44 H 3.749 -3.015 4.834
45 H 3.684 -0.612 5.082
46 H 2.922 1.596 4.306
47 H 1.508 1.798 2.318
48 O 1.686 0.245 -1.177
49 S 2.859 -0.553 -1.745
50 C 3.985 -0.821 -0.344
51 C 5.283 -0.072 -0.645
52 C 4.867 1.187 -1.404
53 C 3.933 0.684 -2.499
54 H 4.091 -1.892 -0.182
55 H 3.441 -0.387 0.499
56 H 5.942 -0.680 -1.268
57 H 5.815 0.150 0.279
58 H 5.715 1.727 -1.822
59 H 4.328 1.866 -0.739
60 H 4.475 0.174 -3.298
61 H 3.268 1.427 -2.939

Forces on the atoms, in the same order (eV/Å):
-0.1048 -0.1667 -0.2045
-0.0202 -0.0878 -0.0052
-0.0196 0.1059 -0.0839
-0.0014 0.0455 -0.0150
0.0514 -0.1054 0.1065
0.0917 0.1111 0.0720
0.0277 -0.0516 0.0776
-0.1267 -0.0256 -0.0208
0.0603 -0.0089 -0.0961
0.1046 0.0159 -0.1308
-0.1795 0.0151 0.1546
-0.0590 0.0860 0.0895
0.0030 -0.0997 -0.0061
-0.0148 0.0404 0.0130
-0.0108 -0.0016 -0.0034
0.0058 -0.0108 -0.0151
0.0085 0.0074 0.0267
0.0000 -0.0134 -0.0056
-0.0027 0.0070 0.0115
0.0021 0.0016 -0.0039
-0.0337 0.0112 -0.0144
0.0195 0.0088 -0.0292
-0.0112 0.0248 0.0159
0.0144 -0.0116 0.0495
0.0097 0.0145 -0.0249
0.0033 -0.0055 0.0164
-0.0053 -0.0112 0.0077
-0.0005 0.0133 -0.0097
-0.0013 -0.0205 0.0013
-0.0038 0.0012 0.0095
-0.0183 0.0468 -0.0122
0.0030 0.0929 -0.0236
0.0819 -0.0264 0.1481
-0.0495 -0.0309 -0.0724
-0.0130 0.0549 -0.0133
0.0252 0.0316 0.0722
0.0088 -0.0679 0.0064
-0.0833 0.0015 -0.0897
0.0048 0.0634 0.0414
0.2033 -0.1731 0.2830
-0.0497 -0.0299 -0.0944
0.0071 0.0008 0.0042
-0.0040 0.0113 -0.0075
-0.0030 0.0085 -0.0067
-0.0059 -0.0049 -0.0086
-0.0101 0.0054 -0.0231
0.0144 -0.0256 -0.0072
0.3168 0.1005 -0.3889
-0.4417 -0.0109 0.1692
0.0851 0.0054 0.0329
-0.0416 -0.0101 0.0075
-0.0286 -0.0415 -0.0050
0.0391 0.0952 0.0098
0.0435 0.0030 0.0077
0.0451 -0.0185 -0.0235
0.0022 -0.0005 0.0067
-0.0072 0.0203 0.0086
0.0081 -0.0129 -0.0085
-0.0045 -0.0032 0.0016
0.0215 0.0115 0.0182
0.0438 0.0134 -0.0159

Properties
- net charge = +1
- HOMO-LUMO gap (eV) = 7.78
- E_HOMO (Ha) = -0.3632

(3)
An isolated ion of composition C24H17FN3OS and charge +1 in a non-equilibrium geometry. Source: the OMol25 dataset; level of theory: wB97M-V/def2-TZVPD.

Element x y z (Å)
1 O 3.233 0.236 2.528
2 F 5.304 2.649 -2.086
3 S -1.285 0.067 0.589
4 C 2.665 -0.648 1.812
5 C 3.516 -1.665 1.080
6 C 2.872 -2.889 0.768
7 C -1.403 1.679 -0.060
8 C 1.188 -0.720 1.634
9 C 0.362 0.346 1.161
10 C -5.622 0.492 -2.589
11 C 0.020 -4.936 1.898
12 C -0.749 -3.980 2.491
13 C -4.317 -0.041 -2.603
14 C -5.884 1.750 -1.966
15 C 3.901 3.208 -0.273
16 C 3.477 1.299 -1.675
17 C 1.298 -4.580 1.404
18 C -0.531 -2.614 2.502
19 C 2.700 2.958 0.471
20 C 2.262 1.033 -1.014
21 C -3.296 0.549 -1.941
22 C -4.778 2.334 -1.222
23 C 4.214 2.409 -1.381
24 C 1.550 -3.194 1.428
25 C 0.685 -2.167 1.850
26 C 1.880 1.890 0.042
27 C -3.534 1.721 -1.232
28 N -0.334 2.400 0.298
29 N 0.783 1.628 0.729
30 N -2.414 2.256 -0.697
31 H 4.592 -1.716 0.920
32 H 3.459 -3.639 0.256
33 H -6.366 0.009 -3.147
34 H -0.324 -5.950 1.964
35 H -1.680 -4.217 2.998
36 H -4.151 -0.902 -3.249
37 H -6.856 2.286 -2.103
38 H 4.672 3.929 0.056
39 H 3.992 0.730 -2.416
40 H 1.918 -5.413 0.993
41 H -1.254 -1.932 2.893
42 H 2.396 3.354 1.474
43 H 1.711 0.135 -1.289
44 H -2.340 -0.016 -1.929
45 H -5.061 3.221 -0.641
46 H -0.180 3.402 0.065
47 H -2.291 3.249 -0.791

Forces on the atoms, in the same order (eV/Å):
-2.1439 -2.3740 -2.2722
0.5149 0.1787 -0.1327
-0.5664 -0.1945 -0.2533
3.6639 2.8600 1.6148
-2.8516 -3.4605 -0.5467
0.8117 3.9073 2.1988
0.5045 0.6033 0.6604
-2.5356 0.4242 -0.7366
2.6524 -2.0857 0.4187
1.0166 2.3715 0.8505
1.8945 -0.1969 0.1221
-2.2055 1.1260 0.9727
-1.9446 -0.5195 -0.8648
1.8852 -0.9284 0.0763
-0.4999 0.4129 1.0174
-0.7963 -0.0986 0.0858
-2.6984 -0.3113 0.6374
2.8812 0.5419 -2.0497
0.9708 -0.9285 -0.6355
1.3625 0.6182 -0.2976
0.4466 -0.9967 0.1505
-2.2754 -0.3257 -0.7614
-0.9796 0.8160 1.9750
2.3324 -0.8457 -2.6017
-1.0674 0.2096 0.5968
4.8532 0.3079 -2.7404
-1.9213 -1.7040 -1.2983
-0.4650 -0.1294 -0.4438
-4.4220 -0.6882 3.2525
2.5655 1.8996 2.2106
-0.2530 1.1864 0.1351
-0.2952 -0.2826 0.1209
-1.0008 -0.5456 -0.6528
0.0710 -0.3959 -0.2014
0.0777 -0.6176 -0.1959
0.0689 -0.0280 0.4323
1.0310 -0.6863 0.4853
-0.7923 -0.2643 -0.1933
-0.5585 -0.9660 -0.5998
-0.1262 1.3926 0.3069
-0.2159 0.2889 0.3790
0.7658 0.1817 -1.2201
-0.0588 0.2680 0.2322
-0.4424 1.0195 -0.1107
0.7870 -0.1576 -0.2567
0.0612 -1.2396 0.2685
-0.1024 0.3569 -0.1349

Properties
- relative energy (zero: lowest compared OMol25 entry of this formula, charge and spin) (eV) = 2.323
- net charge = +1
- HOMO-LUMO gap (eV) = 7.53
- E_HOMO (Ha) = -0.4060